ORCA calculation (ωB97M-V/def2-TZVPD) on a 2-piece molecular cluster, C29H26NO7S2 overall at a distorted geometry.

Orbital gap, eV: 5.3
Charge: -1

CARTESIAN COORDINATES (ANGSTROEM)
C 0.2116 4.0160 -3.5875
H -1.3400 -2.6307 -1.2153
C -0.6478 -2.0942 -4.5141
O 1.2754 -0.2060 -3.3859
O -1.8733 1.1440 -0.0516
H -6.3761 0.4267 4.2581
S 0.8068 -1.1361 -2.3683
C 0.9074 0.0209 0.1581
C 4.2206 -0.8019 1.7197
C -2.4577 -1.4222 3.4666
C 3.2310 0.0634 -0.7453
C 2.8700 -0.6110 1.5501
C -0.1058 2.7261 -3.1500
H 5.2169 -0.1384 -1.5116
H -4.2517 -2.1940 4.4155
O 6.3422 -1.1923 0.7804
H -3.2366 -3.9021 -2.2226
C -0.7179 3.6241 -0.9800
C -1.6729 -0.2597 3.2462
H 4.6431 -1.0763 2.6837
C -2.5203 -3.3955 -2.8736
O 1.6937 -2.1444 -1.8368
C -3.6034 1.1001 3.8213
H -2.0017 -2.3926 3.2389
C 2.3241 -0.2000 0.3142
H 0.3252 0.3527 1.0213
O 1.7224 0.2559 4.1219
C 0.0554 5.1076 -2.7302
H 0.2720 6.1183 -3.0870
H 0.0980 -1.5842 -5.1262
C -0.3853 4.9051 -1.4198
H -0.4910 5.7438 -0.7316
H 7.4532 -0.5848 -0.8872
C -0.6139 2.5440 -1.8594
H 0.2108 -1.1829 2.5265
H 0.5699 4.1585 -4.6078
H 0.0496 1.8660 -3.7975
H -5.5409 0.8741 5.7537
H -5.9116 -0.8347 5.4236
H 6.6224 -2.1832 -1.0642
O -1.9217 0.3883 -2.4478
H 8.0198 -2.0022 0.0539
O -0.1835 1.1879 4.6875
H 2.2124 -0.7545 2.3985
H -1.7630 1.8948 3.0300
H -3.4634 -3.9997 -4.7144
H -1.7806 -2.8601 -6.1817
S -1.2062 0.9352 -1.3163
C 0.2338 -0.0863 -1.0259
C -1.7017 -2.8095 -5.0921
C -3.7072 -1.3055 4.0676
C -1.4696 -2.6829 -2.2964
N 0.4699 0.3766 3.9651
C -0.5620 -2.0250 -3.1219
H -4.0763 2.0833 3.9005
C -2.6340 -3.4530 -4.2679
C -0.2606 -0.3515 3.0541
H 2.8726 0.5334 -1.6596
C -2.3070 1.0106 3.3493
C 5.0781 -0.7311 0.6008
H -1.0709 3.4505 0.0347
C 4.5763 -0.2409 -0.6353
C -4.2783 -0.0427 4.2760
C -5.5989 0.1102 4.9678
C 7.1477 -1.5056 -0.3728

natural (NBO) population analysis, charges in e, atoms 1 to 6:
1. C -0.2117
2. H 0.2368
3. C -0.2180
4. O -0.9783
5. O -0.9179
6. H 0.2026

=====

ORCA calculation (ωB97M-V/def2-TZVPD) on C29H26O3PS3Ti as an isolated structure.

Orbital gap (alpha / beta), eV: 3.3 / 6.2
2S+1: 3
Charge: -1

CARTESIAN COORDINATES (ANGSTROEM)
H 1.6166 2.9083 -5.0020
H 5.0550 -0.2992 3.2365
H 3.5077 -0.2710 5.1826
O -4.8279 -0.8170 -0.8394
C 1.2383 -5.4428 -2.1524
H 0.7682 0.5965 -4.7335
H 3.2921 2.6115 2.2791
C 2.2095 2.5875 2.3029
H 1.1042 -0.7370 4.8375
C -0.5592 2.4467 2.3725
C 3.9985 -0.5012 3.1002
P -0.8010 1.1996 -0.1150
H 1.1850 -3.2984 -1.7176
H -5.8046 3.8362 -0.6867
H -1.7853 -5.8555 -0.6440
H 4.1659 -0.7585 0.9740
C 0.5584 3.0737 -1.7855
C 1.1098 3.4771 -2.9938
S 1.5614 -1.2912 -0.0145
C 3.1357 -0.4888 4.1881
H -0.2114 -0.1143 -2.5817
C 0.0756 1.7764 -1.6230
C 1.5110 2.0934 1.2092
H -1.6397 2.3755 2.4034
H 2.0734 3.3831 4.2904
C 1.1861 2.5909 -4.0598
H 2.2984 -5.4166 -1.9007
H 0.6236 -5.5777 -0.0822
C 1.5262 3.0126 3.4317
C 0.7094 -4.0281 -2.3803
C 1.7870 -0.7498 3.9961
H 1.1269 -6.0400 -3.0613
C 0.1609 0.8975 -2.6985
C 0.7099 1.2975 -3.9092
C -4.8686 3.3103 -0.5387
C -1.0420 -5.7212 -1.4271
C -3.7858 -0.2391 -0.5173
O -0.9600 -3.3088 -0.4785
C -2.5091 3.3432 -0.0652
C 0.1398 2.9414 3.4639
H -5.7188 1.3776 -0.8524
C -3.6797 4.0308 -0.2352
H -0.4017 3.2606 4.3464
H 0.5135 3.7725 -0.9590
C 1.2746 -1.0272 2.7270
C 3.5030 -0.7632 1.8315
H -3.6940 5.1102 -0.1398
S -0.4409 -1.3942 2.5575
C -2.4206 1.9320 -0.1609
H 0.5417 -7.1234 -0.9422
H 0.7832 -3.6817 -3.4094
C 0.1190 2.0238 1.2315
C -4.8252 1.9478 -0.6343
H -1.6070 3.9038 0.1611
H 1.4815 4.4891 -3.1027
O -2.6863 -0.9584 -0.2321
H 2.0530 1.7327 0.3434
Ti -0.9376 -1.3465 0.2342
H -1.3609 -6.2536 -2.3273
S -1.0365 -3.9636 -1.8369
C 0.3909 -6.0478 -1.0394
C 2.1461 -1.0232 1.6210
C -3.6373 1.1990 -0.4425

natural (NBO) population analysis, charges in e, atoms 1 to 6:
1. H 0.2012
2. H 0.1967
3. H 0.1978
4. O -0.6855
5. C -0.4068
6. H 0.1996